1.
{
  "formula": "H14O7",
  "method": "ωB97M-V/def2-TZVPD",
  "symbols": ["O", "H", "H", "O", "H", "H", "O", "H", "H", "O", "H", "H", "O", "H", "H", "O", "H", "H", "O", "H", "H"],
  "positions_angstrom": [[-2.465, -0.981, 1.154], [-1.682, -0.500, 1.294], [-2.683, -0.670, 0.254], [-2.834, 0.124, -1.180], [-2.034, 0.596, -1.248], [-2.760, -0.616, -1.706], [-0.116, 0.790, -0.496], [0.303, 1.448, 0.048], [0.475, 0.589, -1.203], [-0.408, 0.271, 2.693], [0.227, 0.694, 2.097], [-0.302, -0.622, 2.464], [1.015, 2.173, 1.474], [0.423, 2.904, 1.772], [1.886, 2.547, 1.568], [1.686, -0.304, -2.264], [2.468, 0.203, -2.227], [1.657, -0.855, -3.041], [1.508, -2.479, -0.162], [2.118, -3.208, -0.248], [1.515, -2.099, -1.044]],
  "e_above_lowest_kcal_mol": 46.9,
  "gap_ev": 9.2,
  "smiles": "O.O.O.O.O.O.O",
  "multiplicity": 1,
  "total_energy_ha": -535.04904,
  "lumo_energy_ev": -0.15
}



2.
{
  "formula": "H14O7Tl",
  "method": "ωB97M-V/def2-TZVPD",
  "symbols": ["Tl", "O", "H", "H", "O", "H", "H", "O", "H", "H", "O", "H", "H", "O", "H", "H", "O", "H", "H", "O", "H", "H"],
  "positions_angstrom": [[18.913, -6.586, 2.297], [20.323, -5.079, 1.517], [20.260, -4.125, 1.553], [21.070, -5.249, 0.942], [17.673, -8.199, 1.329], [17.798, -9.083, 0.983], [16.825, -7.923, 0.982], [17.915, -6.121, 0.381], [18.451, -5.853, -0.366], [17.027, -5.851, 0.148], [19.535, -7.278, 4.318], [20.221, -7.880, 4.608], [19.389, -6.702, 5.068], [17.610, -7.914, 3.486], [17.304, -7.516, 4.300], [17.167, -8.762, 3.452], [16.654, -6.396, 2.280], [15.909, -6.698, 1.761], [16.260, -5.908, 3.004], [20.058, -6.960, 0.359], [20.806, -7.552, 0.290], [20.262, -6.243, -0.241]],
  "e_above_lowest_kcal_mol": 41.0,
  "gap_ev": 8.4,
  "multiplicity": 1,
  "total_energy_ha": -706.16821,
  "lumo_energy_ev": -14.64,
  "charge": 3
}



3.
{
  "formula": "H14O7Xe",
  "method": "ωB97M-V/def2-TZVPD",
  "symbols": ["Xe", "O", "H", "H", "O", "H", "H", "O", "H", "H", "O", "H", "H", "O", "H", "H", "O", "H", "H", "O", "H", "H"],
  "positions_angstrom": [[0.247, 0.320, -0.098], [0.707, -0.772, 3.706], [1.649, -0.635, 3.808], [0.347, 0.109, 3.601], [2.916, 2.859, -0.447], [2.544, 3.641, -0.855], [3.337, 2.389, -1.167], [-1.956, -1.649, -2.722], [-1.629, -2.539, -2.858], [-2.359, -1.671, -1.855], [-0.534, 0.210, -4.306], [-0.794, -0.576, -3.827], [0.312, 0.453, -3.929], [-3.205, -1.595, -0.220], [-3.135, -1.428, 0.720], [-4.006, -1.144, -0.485], [1.357, -2.625, 1.462], [1.092, -1.977, 2.115], [0.598, -3.202, 1.374], [0.769, 3.660, 1.954], [1.232, 3.080, 1.348], [0.511, 3.091, 2.679]],
  "e_above_lowest_kcal_mol": 14.0,
  "gap_ev": 10.7,
  "multiplicity": 1,
  "total_energy_ha": -864.41642,
  "lumo_energy_ev": 0.03
}



4.
{
  "formula": "H14O7Xe",
  "method": "ωB97M-V/def2-TZVPD",
  "symbols": ["Xe", "O", "H", "H", "O", "H", "H", "O", "H", "H", "O", "H", "H", "O", "H", "H", "O", "H", "H", "O", "H", "H"],
  "positions_angstrom": [[8.857, -15.465, 6.422], [12.914, -15.431, 5.059], [12.406, -16.183, 5.363], [13.384, -15.753, 4.291], [6.772, -12.679, 5.623], [7.653, -12.651, 5.249], [6.776, -13.452, 6.187], [5.512, -14.566, 7.410], [4.827, -14.790, 6.781], [5.371, -15.166, 8.143], [11.691, -14.098, 8.940], [12.074, -14.316, 8.090], [10.941, -13.542, 8.729], [9.545, -14.878, 2.542], [10.189, -14.556, 3.172], [10.068, -15.246, 1.830], [9.081, -12.192, 4.144], [8.794, -12.610, 3.332], [10.034, -12.284, 4.136], [7.495, -16.909, 2.839], [8.034, -16.124, 2.941], [8.075, -17.631, 3.080]],
  "e_above_lowest_kcal_mol": 15.7,
  "gap_ev": 10.1,
  "multiplicity": 1,
  "total_energy_ha": -864.41369,
  "lumo_energy_ev": -0.24
}



5.
{
  "formula": "H14S7",
  "method": "ωB97M-V/def2-TZVPD",
  "symbols": ["S", "H", "H", "S", "H", "H", "S", "H", "H", "S", "H", "H", "S", "H", "H", "S", "H", "H", "S", "H", "H"],
  "positions_angstrom": [[-0.980, 1.959, 2.521], [-0.603, 0.982, 3.329], [-0.344, 2.958, 3.150], [3.133, 0.870, 1.784], [3.553, 0.323, 2.946], [2.116, 0.003, 1.650], [2.255, -2.750, -0.134], [1.206, -2.088, -0.664], [1.547, -3.244, 0.919], [-1.372, -1.990, 1.742], [-2.043, -3.114, 1.535], [-1.223, -1.667, 0.447], [1.209, -0.196, -3.341], [2.403, -0.160, -3.982], [1.020, 1.128, -3.376], [-3.092, -1.011, -2.068], [-4.004, -0.109, -1.701], [-2.332, -0.175, -2.800], [-0.909, 2.655, -1.236], [0.196, 2.698, -0.497], [-1.738, 2.926, -0.226]],
  "e_above_lowest_kcal_mol": 0.0,
  "gap_ev": 9.7,
  "smiles": "S.S.S.S.S.S.S",
  "multiplicity": 1,
  "total_energy_ha": -2795.62775,
  "lumo_energy_ev": 0.31
}



6.
{
  "formula": "H15NO6",
  "method": "ωB97M-V/def2-TZVPD",
  "symbols": ["N", "H", "H", "H", "H", "H", "O", "H", "H", "O", "H", "H", "O", "H", "H", "O", "H", "H", "O", "H", "H", "O"],
  "positions_angstrom": [[0.249, -1.750, -1.828], [0.931, -1.653, -1.074], [0.718, -1.834, -2.720], [-0.232, -2.611, -1.581], [2.995, -2.721, -0.697], [3.808, -1.511, -0.138], [3.235, -1.796, -0.859], [-1.845, 0.959, 1.320], [-1.450, 0.305, -0.001], [-1.775, 0.099, 0.900], [-1.349, 0.924, -1.991], [-0.139, 0.111, -1.713], [-0.536, 0.984, -1.471], [2.739, 1.219, 2.025], [1.699, 0.553, 2.910], [2.117, 0.482, 2.043], [-3.693, 3.825, 0.155], [-2.678, 3.857, -0.989], [-3.381, 4.370, -0.574], [-0.572, -1.542, 1.357], [0.213, -2.899, 1.170], [-0.042, -2.221, 1.809]],
  "e_above_lowest_kcal_mol": 18.1,
  "gap_ev": [2.4, 10.0],
  "multiplicity": 2,
  "total_energy_ha": -515.15452,
  "lumo_energy_ev": [3.16, 3.01],
  "charge": -1
}



7.
{
  "formula": "H15NO6",
  "method": "ωB97M-V/def2-TZVPD",
  "symbols": ["N", "H", "H", "H", "H", "H", "O", "H", "H", "O", "H", "H", "O", "H", "H", "O", "H", "H", "O", "H", "H", "O"],
  "positions_angstrom": [[-0.783, 1.353, 1.513], [0.191, 0.925, 1.487], [0.027, -0.627, 3.329], [-0.911, 1.855, 0.633], [-2.074, 0.935, -2.661], [0.305, 0.338, -2.058], [-1.662, 0.940, -1.806], [-1.341, -1.658, -0.270], [0.012, -1.637, -0.992], [-0.506, -2.160, -0.342], [2.458, 0.245, 0.255], [3.775, 0.616, -1.497], [2.931, 0.655, -1.006], [1.914, -0.036, -1.797], [-1.482, 0.640, 1.515], [0.994, -0.432, -2.080], [-0.407, -0.427, 3.913], [2.588, -0.938, 1.485], [2.140, -0.100, 1.214], [-3.280, -0.440, 0.508], [-2.271, 0.415, -1.154], [-2.618, -0.461, -0.189]],
  "e_above_lowest_kcal_mol": 256.7,
  "gap_ev": 3.4,
  "multiplicity": 1,
  "total_energy_ha": -514.81044,
  "lumo_energy_ev": -6.72
}



8.
{
  "formula": "H16HgO8",
  "method": "ωB97M-V/def2-TZVPD",
  "symbols": ["Hg", "O", "H", "H", "O", "H", "H", "O", "H", "H", "O", "H", "H", "O", "H", "H", "O", "H", "H", "O", "H", "H", "O", "H", "H"],
  "positions_angstrom": [[0.049, -0.045, 0.050], [-0.516, 0.794, -2.115], [-0.734, 1.673, -2.424], [-0.392, 0.281, -2.914], [-0.314, 2.095, 0.744], [-1.072, 2.522, 0.344], [0.207, 2.815, 1.100], [-1.023, -1.163, 1.724], [-0.729, -0.952, 2.610], [-1.851, -1.626, 1.849], [2.188, 0.735, -0.932], [2.835, 0.904, -0.247], [2.387, 1.376, -1.615], [-0.923, -1.812, -1.135], [-0.517, -2.113, -1.948], [-1.567, -2.488, -0.924], [1.512, -1.960, -0.086], [2.300, -2.292, 0.344], [0.999, -2.743, -0.284], [1.601, 0.395, 1.860], [1.272, 1.119, 2.393], [2.490, 0.246, 2.181], [-2.389, 0.581, -0.109], [-2.678, 0.951, -0.944], [-3.134, 0.705, 0.479]],
  "e_above_lowest_kcal_mol": 7.6,
  "gap_ev": [4.7, 10.9],
  "multiplicity": 2,
  "total_energy_ha": -764.60212,
  "lumo_energy_ev": [-2.45, -3.27],
  "charge": 1
}



9.
{
  "formula": "H16O16SV2",
  "method": "ωB97M-V/def2-TZVPD",
  "symbols": ["O", "V", "O", "O", "V", "O", "S", "O", "O", "O", "O", "O", "H", "H", "O", "H", "H", "O", "H", "H", "O", "H", "H", "O", "H", "H", "O", "H", "H", "O", "H", "H", "O", "H", "H"],
  "positions_angstrom": [[7.634, 0.589, -1.209], [6.954, 0.193, 0.178], [7.457, -1.349, 0.476], [-0.557, -5.659, 2.706], [-1.239, -4.512, 3.557], [-2.652, -4.211, 2.976], [0.895, -0.326, 0.080], [-0.134, -0.878, -0.783], [0.945, -1.045, 1.342], [2.255, -0.318, -0.536], [0.518, 1.044, 0.413], [1.763, 5.210, 3.689], [1.430, 4.536, 3.096], [1.012, 5.784, 3.844], [-4.929, -0.028, -0.557], [-4.945, -0.100, 0.397], [-4.084, -0.398, -0.812], [2.070, -0.406, -5.281], [2.264, -0.241, -4.358], [1.115, -0.453, -5.320], [-1.942, -5.826, -2.236], [-2.867, -5.846, -1.991], [-1.708, -4.898, -2.216], [-2.892, 3.523, 3.138], [-2.185, 3.129, 2.627], [-2.709, 4.462, 3.117], [-2.626, -1.090, -5.255], [-2.419, -1.179, -4.324], [-3.582, -1.053, -5.285], [4.485, 0.196, 4.166], [3.601, -0.075, 3.918], [4.695, -0.341, 4.930], [-2.463, 4.146, -1.744], [-3.318, 3.785, -1.512], [-1.839, 3.634, -1.229]],
  "e_above_lowest_kcal_mol": 272.1,
  "gap_ev": 2.1,
  "multiplicity": 1,
  "total_energy_ha": -3499.17576,
  "lumo_energy_ev": -4.93
}



10.
{
  "formula": "H16O8",
  "method": "ωB97M-V/def2-TZVPD",
  "symbols": ["O", "H", "H", "O", "H", "H", "O", "H", "H", "O", "H", "H", "O", "H", "H", "O", "H", "H", "O", "H", "H", "O", "H", "H"],
  "positions_angstrom": [[19.787, 15.709, -28.824], [20.710, 15.656, -28.575], [19.722, 15.177, -29.617], [14.936, 19.405, -25.883], [14.607, 20.196, -26.311], [15.832, 19.313, -26.207], [13.804, 16.897, -27.546], [14.157, 17.594, -28.099], [13.861, 17.245, -26.656], [16.884, 16.956, -27.983], [17.792, 17.203, -28.158], [16.366, 17.670, -28.353], [17.220, 15.803, -25.510], [17.056, 16.032, -26.424], [18.014, 16.287, -25.280], [17.555, 15.735, -30.973], [18.390, 15.299, -31.142], [17.210, 15.300, -30.193], [15.717, 19.221, -28.620], [15.185, 19.934, -28.972], [16.607, 19.419, -28.912], [14.806, 14.413, -27.103], [15.405, 13.855, -27.599], [14.828, 15.254, -27.560]],
  "e_above_lowest_kcal_mol": 61.1,
  "gap_ev": 9.8,
  "smiles": "O.O.O.O.O.O.O.O",
  "multiplicity": 1,
  "total_energy_ha": -611.48520,
  "lumo_energy_ev": -0.28
}